Density functional theory data (the ωB97M-V functional and the def2-TZVPD basis) for a cluster of 12 separate species, C24H72O24 in total at a distorted geometry.

Element x y z (Å)
O  3.31  -3.51  4.75
C  2.39  -3.08  3.77
C  2.98  -3.39  2.37
O  2.07  -3.08  1.30
H  3.73  -4.32  4.46
H  1.47  -3.65  3.90
H  2.20  -2.01  3.79
H  3.14  -4.47  2.34
H  3.93  -2.90  2.17
H  2.47  -3.45  0.50
O  -0.76  7.70  -0.23
C  0.10  6.78  -0.91
C  -0.66  5.46  -0.96
O  -1.05  4.95  0.30
H  -1.14  7.25  0.53
H  0.34  7.24  -1.86
H  0.95  6.56  -0.25
H  -0.13  4.63  -1.45
H  -1.53  5.68  -1.60
H  -1.52  4.12  0.12
O  -5.78  2.77  -0.36
C  -4.45  2.89  0.12
C  -3.53  2.42  -0.97
O  -2.16  2.54  -0.51
H  -5.93  3.06  -1.26
H  -4.29  3.97  0.21
H  -4.28  2.37  1.06
H  -3.61  3.05  -1.86
H  -3.75  1.42  -1.36
H  -1.65  1.74  -0.71
O  -0.78  -1.15  -1.09
C  -0.01  -0.91  0.08
C  1.02  0.18  -0.09
O  0.38  1.41  0.19
H  -0.35  -1.85  -1.60
H  -0.64  -0.63  0.94
H  0.28  -1.94  0.31
H  1.49  0.23  -1.08
H  1.85  0.05  0.61
H  0.55  2.08  -0.48
O  -3.66  0.65  3.92
C  -2.52  0.46  3.08
C  -1.50  -0.43  3.79
O  -0.85  0.35  4.80
H  -4.45  0.76  3.38
H  -2.79  -0.14  2.21
H  -2.11  1.43  2.81
H  -0.71  -0.72  3.09
H  -1.76  -1.37  4.29
H  -1.53  0.84  5.27
O  4.62  4.63  -0.21
C  3.72  4.70  -1.29
C  3.73  3.39  -2.06
O  3.40  2.24  -1.33
H  4.55  3.75  0.19
H  2.72  5.03  -0.98
H  4.08  5.46  -1.98
H  4.77  3.33  -2.41
H  3.13  3.56  -2.97
H  3.96  1.50  -1.58
O  -4.28  -1.86  -3.67
C  -3.17  -2.29  -4.44
C  -2.87  -1.30  -5.57
O  -3.39  -1.84  -6.80
H  -4.12  -2.20  -2.78
H  -2.31  -2.33  -3.75
H  -3.32  -3.29  -4.85
H  -1.82  -1.28  -5.88
H  -3.18  -0.26  -5.44
H  -4.33  -2.07  -6.70
O  -3.02  -3.23  -0.82
C  -3.29  -2.81  0.51
C  -4.61  -3.36  1.07
O  -4.30  -4.47  1.91
H  -2.15  -2.88  -1.06
H  -2.50  -3.19  1.16
H  -3.15  -1.73  0.62
H  -5.38  -3.62  0.34
H  -5.06  -2.51  1.59
H  -5.06  -4.53  2.50
O  6.76  0.48  2.18
C  5.74  1.07  1.41
C  4.40  0.88  2.04
O  4.00  -0.52  1.78
H  6.51  -0.41  2.47
H  5.97  2.13  1.26
H  5.77  0.80  0.34
H  3.60  1.51  1.65
H  4.32  0.95  3.12
H  3.25  -0.67  2.37
O  1.01  3.39  3.10
C  0.01  4.35  3.55
C  0.57  4.83  4.90
O  1.89  5.25  4.91
H  0.59  2.77  2.50
H  0.00  5.10  2.76
H  -0.92  3.79  3.65
H  0.26  4.06  5.62
H  0.01  5.71  5.21
H  2.51  4.60  4.56
O  -0.63  -3.69  -6.29
C  -0.82  -3.81  -4.89
C  0.33  -3.09  -4.15
O  0.06  -2.86  -2.78
H  -0.61  -2.78  -6.60
H  -1.76  -3.33  -4.61
H  -0.88  -4.88  -4.73
H  0.50  -2.16  -4.68
H  1.27  -3.65  -4.28
H  0.15  -3.72  -2.33
O  0.05  -5.43  -1.92
C  0.58  -5.38  -0.58
C  2.09  -5.53  -0.58
O  2.74  -4.38  -1.06
H  0.19  -6.30  -2.32
H  0.23  -4.46  -0.13
H  0.14  -6.28  -0.13
H  2.33  -6.49  -1.07
H  2.41  -5.78  0.44
H  3.28  -4.56  -1.83

The lowest unoccupied orbital energy comes out at -0.24 eV. The value obtained for the HOMO energy is -9.56 eV. The value obtained for the energy above the lowest of the compared OMol25 structures with the same formula, charge and spin is 4.689 eV. The value obtained for the orbital gap is 9.3 eV. Its SMILES is OCCO.OCCO.OCCO.OCCO.OCCO.OCCO.OCCO.OCCO.OCCO.OCCO.OCCO.OCCO. Its multiplicity is 1.